{"formula": "C3H7N2P", "method": "ωB97M-V/def2-TZVPD", "species": ["C", "C", "C", "N", "N", "P", "H", "H", "H", "H", "H", "H", "H"], "positions_angstrom": [[1.0859, 0.0672, -1.2776], [-0.3650, -0.9649, -1.1224], [-0.9552, -1.0537, 0.1295], [1.5318, 0.8150, -0.4694], [1.3893, 1.1058, 0.7702], [0.1137, 1.9421, 1.4174], [1.4282, 0.0262, -2.3067], [-0.7288, -0.0878, -1.7009], [-0.0479, -1.8818, -1.6227], [-0.9984, -0.1542, 0.8361], [-0.8417, -1.9834, 0.7691], [0.7981, 3.1080, 1.7501], [0.6627, 1.6153, 2.6385]], "gap_ev": [7.55, 7.91], "lumo_energy_ev": [-0.3, -0.1], "e_above_lowest_ev": 4.2534}